Record 1
{
  "formula": "C50H41BIN3O16",
  "method": "the ωB97M-V functional and the def2-TZVPD basis",
  "charge": 0,
  "multiplicity": 1,
  "smiles": "O=C1C=CC(=O)C=C1.O=C1C=CC(=O)C=C1.O=C1C=CC(=O)C=C1.O=C1C=CC(=O)C=C1.O=C1C=CC(=O)C=C1.O=C1C=CC(=O)C=C1.O=C1C=CC(=O)C=C1.O=C1C=CC(=O)C=C1.NC(N)(N)CBI",
  "e_tot_ha": -3620.26474,
  "elements": ["O", "C", "C", "C", "C", "O", "C", "C", "H", "H", "H", "H", "O", "C", "C", "C", "C", "O", "C", "C", "H", "H", "H", "H", "O", "C", "C", "C", "C", "O", "C", "C", "H", "H", "H", "H", "O", "C", "C", "C", "C", "O", "C", "C", "H", "H", "H", "H", "O", "C", "C", "C", "C", "O", "C", "C", "H", "H", "H", "H", "O", "C", "C", "C", "C", "O", "C", "C", "H", "H", "H", "H", "O", "C", "C", "C", "C", "O", "C", "C", "H", "H", "H", "H", "O", "C", "C", "C", "C", "O", "C", "C", "H", "H", "H", "H", "N", "C", "N", "N", "C", "B", "I", "H", "H", "H", "H", "H", "H", "H", "H", "H"],
  "xyz": [[4.27, -0.45, 2.55], [3.11, -0.48, 2.18], [2.03, -0.92, 3.10], [0.76, -0.96, 2.70], [0.37, -0.56, 1.33], [-0.80, -0.60, 0.97], [1.44, -0.13, 0.42], [2.71, -0.09, 0.82], [2.33, -1.20, 4.10], [-0.04, -1.28, 3.36], [1.14, 0.16, -0.58], [3.51, 0.23, 0.16], [4.12, 1.95, -1.67], [5.23, 1.54, -1.99], [5.80, 1.81, -3.32], [7.01, 1.36, -3.67], [7.84, 0.58, -2.73], [8.95, 0.18, -3.04], [7.27, 0.32, -1.39], [6.06, 0.76, -1.04], [5.18, 2.38, -4.00], [7.44, 1.55, -4.65], [7.89, -0.26, -0.71], [5.63, 0.58, -0.07], [3.18, -1.77, -1.25], [3.34, -2.30, -2.34], [4.34, -3.37, -2.53], [4.52, -3.95, -3.72], [3.73, -3.55, -4.89], [3.89, -4.09, -5.98], [2.73, -2.48, -4.71], [2.55, -1.90, -3.52], [4.92, -3.66, -1.65], [5.25, -4.74, -3.87], [2.15, -2.20, -5.58], [1.82, -1.12, -3.36], [3.04, 4.99, 6.77], [2.44, 4.22, 6.03], [2.95, 3.91, 4.67], [2.29, 3.08, 3.86], [1.03, 2.43, 4.28], [0.43, 1.67, 3.54], [0.52, 2.74, 5.63], [1.18, 3.58, 6.44], [3.87, 4.39, 4.38], [2.65, 2.84, 2.87], [-0.40, 2.26, 5.92], [0.82, 3.82, 7.44], [3.04, 8.72, 12.17], [2.44, 7.95, 11.43], [2.95, 7.64, 10.07], [2.29, 6.81, 9.26], [1.03, 6.16, 9.68], [0.43, 5.40, 8.94], [0.52, 6.48, 11.03], [1.18, 7.31, 11.84], [3.87, 8.12, 9.78], [2.65, 6.57, 8.27], [-0.40, 6.00, 11.32], [0.82, 7.55, 12.84], [0.34, -2.19, -6.46], [-0.26, -2.96, -7.21], [0.25, -3.27, -8.56], [-0.41, -4.10, -9.37], [-1.67, -4.75, -8.95], [-2.27, -5.51, -9.69], [-2.18, -4.44, -7.60], [-1.52, -3.60, -6.79], [1.17, -2.79, -8.85], [-0.05, -4.34, -10.36], [-3.10, -4.92, -7.31], [-1.88, -3.36, -5.79], [-9.42, 7.18, 4.88], [-9.26, 6.65, 3.79], [-8.26, 5.58, 3.61], [-8.08, 4.99, 2.42], [-8.87, 5.39, 1.24], [-8.71, 4.86, 0.15], [-9.87, 6.46, 1.43], [-10.05, 7.05, 2.62], [-7.68, 5.29, 4.48], [-7.35, 4.21, 2.26], [-10.45, 6.75, 0.55], [-10.78, 7.83, 2.77], [0.81, -7.77, -12.64], [0.21, -8.60, -11.98], [-0.77, -8.21, -10.95], [-1.41, -9.13, -10.22], [-1.18, -10.57, -10.41], [-1.77, -11.41, -9.75], [-0.19, -10.96, -11.44], [0.45, -10.05, -12.17], [-0.93, -7.15, -10.82], [-2.14, -8.86, -9.46], [-0.03, -12.03, -11.58], [1.18, -10.32, -12.93], [-2.10, -1.65, 4.32], [-3.03, -0.51, 3.97], [-2.31, 0.79, 4.21], [-3.49, -0.74, 2.54], [-4.42, -0.48, 4.90], [-5.70, 0.23, 4.15], [-5.66, 2.05, 2.93], [-1.90, -2.28, 3.50], [-2.45, -2.18, 5.15], [-2.68, 1.58, 3.63], [-1.27, 0.70, 4.14], [-3.89, -1.72, 2.55], [-2.66, -0.82, 1.88], [-4.71, -1.62, 5.05], [-4.16, 0.03, 5.92], [-6.76, -0.29, 4.32]]
}



Record 2
{
  "formula": "C50H41F3GeIrN2OP2S2",
  "method": "the ωB97M-V functional and the def2-TZVPD basis",
  "charge": 1,
  "multiplicity": 1,
  "relative_energy_kcal_mol": 0.00,
  "elements": ["Ir", "S", "P", "C", "P", "S", "C", "C", "C", "C", "C", "C", "C", "C", "C", "C", "C", "C", "C", "C", "C", "C", "C", "C", "C", "C", "C", "C", "C", "C", "H", "H", "H", "H", "H", "H", "H", "H", "H", "H", "H", "H", "H", "H", "H", "H", "H", "H", "H", "H", "N", "C", "O", "C", "C", "C", "C", "N", "C", "H", "H", "H", "H", "H", "H", "F", "C", "F", "F", "C", "C", "C", "C", "C", "C", "Ge", "C", "C", "C", "C", "C", "C", "C", "C", "C", "C", "C", "C", "H", "H", "H", "H", "H", "H", "H", "H", "H", "H", "H", "H", "H", "H", "H"],
  "xyz": [[0.77, -0.26, 0.08], [-0.60, 1.18, -1.41], [-1.28, 1.82, 0.41], [-0.24, 0.85, 1.38], [0.92, 1.19, 2.63], [2.52, 0.35, 1.68], [0.51, 0.47, 4.22], [-0.82, 0.33, 4.58], [-1.13, -0.17, 5.84], [-0.12, -0.53, 6.71], [1.22, -0.40, 6.34], [1.53, 0.11, 5.09], [1.22, 2.94, 2.94], [1.81, 3.71, 1.94], [2.03, 5.06, 2.16], [1.67, 5.64, 3.37], [1.09, 4.87, 4.36], [0.86, 3.52, 4.15], [-1.17, 3.61, 0.55], [-0.63, 4.38, -0.47], [-0.57, 5.76, -0.32], [-1.03, 6.36, 0.84], [-1.56, 5.58, 1.87], [-1.64, 4.21, 1.72], [-2.99, 1.40, 0.75], [-4.01, 2.21, 0.26], [-5.33, 1.88, 0.52], [-5.63, 0.76, 1.28], [-4.61, -0.05, 1.76], [-3.29, 0.26, 1.49], [-1.61, 0.60, 3.89], [-2.17, -0.29, 6.13], [-0.36, -0.93, 7.69], [2.00, -0.69, 7.02], [2.57, 0.20, 4.79], [2.11, 3.25, 1.00], [2.49, 5.66, 1.38], [1.86, 6.69, 3.54], [0.82, 5.32, 5.31], [0.41, 2.92, 4.93], [-0.27, 3.91, -1.38], [-0.16, 6.37, -1.12], [-0.98, 7.43, 0.96], [-1.92, 6.05, 2.77], [-2.08, 3.61, 2.51], [-3.78, 3.10, -0.32], [-6.13, 2.51, 0.14], [-6.66, 0.51, 1.50], [-4.85, -0.94, 2.34], [-2.49, -0.38, 1.84], [4.76, -4.07, -1.76], [5.15, -2.95, -2.40], [6.09, -2.91, -3.17], [4.35, -1.69, -2.14], [4.82, -0.51, -2.70], [4.10, 0.66, -2.50], [2.93, 0.60, -1.77], [2.47, -0.54, -1.23], [3.19, -1.66, -1.40], [5.27, -4.91, -1.95], [3.97, -4.12, -1.14], [5.73, -0.53, -3.28], [4.42, 1.60, -2.92], [2.33, 1.48, -1.60], [2.77, -2.54, -0.95], [-0.26, -2.79, 0.89], [0.81, -1.99, 1.17], [1.91, -2.78, 1.02], [0.71, -1.80, 2.50], [-4.73, -3.09, -1.00], [-3.72, -4.05, -0.97], [-2.40, -3.68, -1.17], [-2.06, -2.34, -1.40], [-3.08, -1.39, -1.42], [-4.41, -1.77, -1.23], [-0.20, -1.92, -1.80], [0.80, -3.62, -2.06], [1.28, -3.87, -3.35], [1.90, -5.07, -3.67], [2.05, -6.06, -2.71], [1.57, -5.83, -1.43], [0.95, -4.63, -1.11], [-0.08, -0.98, -3.52], [-1.27, -0.64, -4.19], [-1.24, 0.01, -5.41], [-0.03, 0.35, -6.00], [1.16, 0.01, -5.36], [1.13, -0.65, -4.14], [-5.76, -3.39, -0.86], [-3.97, -5.09, -0.80], [-1.64, -4.44, -1.15], [-2.85, -0.35, -1.60], [-5.18, -1.01, -1.27], [1.15, -3.14, -4.13], [2.25, -5.23, -4.68], [2.52, -7.00, -2.96], [1.66, -6.60, -0.67], [0.57, -4.51, -0.11], [-2.22, -0.90, -3.76], [-2.17, 0.25, -5.91], [-0.01, 0.86, -6.95], [2.11, 0.24, -5.82], [2.07, -0.94, -3.69]]
}